Below is a molecular structure, C49H35MoN5O9PS5, with properties calculated with ωB97M-V/def2-TZVPD.

Each line ends with the Löwdin spin population.
Cartesian coordinates (Å):
1 Mo 0.2847 -0.7354 0.0409  1.796
2 S 0.1691 1.6309 -0.8597  -0.006
3 S 5.6688 -2.3748 -1.9704  0.000
4 S -1.0496 0.5034 1.7562  0.010
5 S 1.0776 0.2297 -5.4478  0.000
6 S -3.3115 1.8870 -1.1200  0.007
7 P -1.5809 2.7200 -0.8176  0.005
8 O -3.3453 -3.4275 6.7773  -0.001
9 O -4.0309 -5.3464 -4.8128  0.002
10 O -5.2449 -1.6057 -2.1797  0.001
11 O -5.1456 -3.4252 5.4972  0.000
12 O 1.4204 -3.8830 -2.3036  -0.002
13 O -4.1850 -1.3003 -0.3391  0.002
14 O 0.9293 -2.4978 -0.6552  0.040
15 O -1.4789 -1.3453 -0.7897  0.050
16 O -2.0007 -6.0496 -4.8442  0.002
17 N -2.8719 -5.3030 -4.4393  0.001
18 N 3.4099 -1.3677 -1.3956  0.006
19 N 2.1342 0.0289 1.2094  0.006
20 N 1.1792 -0.5850 -3.0338  0.006
21 N -4.2680 -1.7479 -1.4590  0.001
22 C -2.6361 5.4415 2.0203  0.000
23 C -1.4466 -0.6375 4.2201  -0.001
24 C 1.3417 -1.6181 2.7283  0.006
25 C 4.4612 2.9098 1.5221  0.002
26 C 4.7365 -1.7169 -3.2442  0.000
27 C -2.5069 -4.2977 -3.4465  0.008
28 C 3.5573 -1.2448 -2.7513  0.000
29 C 3.1541 1.4535 -0.4621  0.002
30 C -0.1811 4.8893 -1.9357  -0.001
31 C 0.1744 5.7459 -2.9667  0.000
32 C -3.4866 -3.4675 -2.9424  -0.002
33 C 2.5934 -0.2606 -4.8399  0.000
34 C 2.4618 -0.6752 -3.5507  0.000
35 C 0.7928 -3.5511 4.0470  0.007
36 C -0.4412 4.6761 2.6267  0.000
37 C -1.1946 -4.1970 -3.0172  0.000
38 C -3.1450 -2.5316 -1.9917  0.006
39 C -1.7731 3.8110 -3.3790  -0.001
40 C 3.9641 2.5050 -0.7878  0.004
41 C 2.9542 1.0910 0.8884  0.005
42 C -1.8631 -0.5773 2.8887  0.005
43 C 0.6086 -3.2128 -1.6939  0.007
44 C -2.9626 -1.3394 2.4939  0.000
45 C -0.3401 -3.1316 1.9587  0.006
46 C -1.1297 0.0138 -3.7737  0.000
47 C -1.1563 3.9156 -2.1380  -0.001
48 C -1.7984 -2.3363 -1.5489  0.006
49 C -0.4369 5.6314 -4.2089  -0.001
50 C -2.6317 4.5880 0.9286  0.000
51 C 0.3432 -0.1421 -3.9336  0.001
52 C 0.3945 -1.9646 1.7660  -0.022
53 C -1.5393 5.4864 2.8721  0.000
54 C 3.6504 1.8100 1.8821  0.000
55 C 4.6134 3.2565 0.2105  -0.001
56 C -1.4112 4.6645 -4.4129  0.000
57 C -0.4334 3.8237 1.5300  0.000
58 C -0.8392 -3.2420 -2.0892  0.009
59 C 4.5261 -2.2310 0.6145  0.000
60 C -3.1982 -2.2066 4.7357  -0.002
61 C 2.1272 -0.4136 2.4611  0.013
62 C -0.1538 -3.9083 3.0904  0.000
63 C 4.4258 -1.9479 -0.8487  0.000
64 C 2.8244 0.2562 3.5008  -0.001
65 C -2.0984 -1.4497 5.1305  0.001
66 C -3.8646 -3.0587 5.7589  0.000
67 C -3.6221 -2.1415 3.4077  0.001
68 C 3.5357 1.3729 3.2211  0.012
69 C -1.5282 3.7762 0.6749  0.000
70 C 1.5473 -2.4090 3.8619  0.000
71 H -3.2836 -1.2960 1.4620  0.000
72 H 0.9303 6.5042 -2.8009  0.000
73 H 0.4186 3.1832 1.3425  0.000
74 H 2.3010 -2.1425 4.5947  0.000
75 H -5.4507 -2.9700 4.7045  0.000
76 H 5.1784 -3.0810 0.8125  0.000
77 H -0.7459 -4.8060 3.2291  0.000
78 H -2.5494 3.0664 -3.5125  0.000
79 H 0.9385 -4.1654 4.9268  0.000
80 H -3.4949 4.5274 0.2757  0.000
81 H 2.6700 0.8782 -1.2319  0.002
82 H -1.6239 -0.9368 -3.9907  0.000
83 H 5.2400 4.0956 -0.0649  0.000
84 H 0.3033 4.9751 -0.9698  0.000
85 H -1.8965 4.5769 -5.3776  0.000
86 H 2.7331 -0.1120 4.5122  0.000
87 H 3.5272 -2.4504 0.9908  0.000
88 H 4.0998 2.7642 -1.8306  0.000
89 H 5.0627 -1.7696 -4.2706  0.000
90 H -4.5099 -3.5489 -3.2699  0.000
91 H -3.5004 6.0656 2.2131  0.000
92 H 4.0393 1.9283 4.0045  0.001
93 H 4.9187 -1.3620 1.1500  0.000
94 H -0.4248 -4.8458 -3.4088  0.000
95 H -1.3797 0.3151 -2.7611  0.000
96 H -1.5176 0.7624 -4.4648  0.000
97 H -0.5908 -0.0474 4.5282  0.001
98 H -1.0778 -3.4337 1.2228  0.000
99 H 3.4907 -0.2251 -5.4359  0.000
100 H 4.9687 3.4580 2.3084  0.000
101 H 0.4122 4.6960 3.2947  0.000
102 H -1.7646 -1.5134 6.1585  0.000
103 H -1.5472 6.1464 3.7315  0.000
104 H -0.1569 6.3003 -5.0145  0.000
105 H -4.4477 -2.7503 3.0505  0.000

Properties
Relative energy (zero: lowest compared OMol25 entry of this formula, charge and spin): 0.00 kJ/mol
⟨S²⟩: 2.0258
Largest force on an atom: 0.4 eV/A
Multiplicity: 3
Charge: -1
HOMO-LUMO gap (spin up / spin down): 6.7799 / 6.8828 eV

=====

Below is a molecular structure, C49H35MoN5O9PS5, with properties calculated with ωB97M-V/def2-TZVPD.

Each line ends with the Löwdin spin population.
Cartesian coordinates (Å):
1 Mo 0.1021 -0.2010 0.0802  1.860
2 S -1.4671 -1.9885 -0.7509  0.016
3 S -0.9716 -1.6340 2.4256  -0.043
4 S -2.9808 2.5400 2.6037  0.001
5 S 3.3287 2.8825 2.1946  0.001
6 S -3.6921 -0.2591 -2.9159  0.011
7 P -2.8494 -1.9088 -2.2992  0.009
8 O 1.1603 1.1737 -1.1978  0.036
9 O -2.1773 3.1303 -0.5862  0.000
10 O 1.2485 6.0567 -5.0740  0.001
11 O 3.9325 2.4121 -4.0497  0.002
12 O -0.6771 6.3213 -4.1531  0.001
13 O -1.4566 1.0629 -1.1011  0.036
14 O -6.1381 -6.0293 2.1963  -0.001
15 O 3.4712 0.9322 -2.5778  0.001
16 O -6.3470 -5.3394 4.2793  0.000
17 N 1.5285 1.3613 1.2762  0.002
18 N -1.1644 1.1556 1.5094  0.005
19 N 0.3631 5.7044 -4.3096  0.001
20 N 1.2282 -1.3612 -1.4614  -0.005
21 N 3.1889 1.9423 -3.1975  0.001
22 C -4.5861 -4.3754 2.9263  -0.003
23 C 1.9403 2.6380 -2.9220  0.003
24 C 2.8950 -2.7160 -3.2506  0.006
25 C 1.0494 -1.2044 -2.8255  0.002
26 C -4.0695 -3.1043 -1.6431  -0.001
27 C -4.6701 -5.3305 -0.9438  0.000
28 C 1.9047 -1.8446 -3.7499  0.000
29 C -2.6964 -2.7073 -4.9612  0.001
30 C 2.8230 1.5347 1.2513  0.003
31 C -0.5263 -4.4062 -4.6130  0.000
32 C 1.7146 3.2041 2.6467  0.000
33 C 0.5538 4.4855 -3.5411  0.003
34 C -0.1329 -0.2218 -4.6915  0.003
35 C 3.8376 0.7272 0.5248  0.000
36 C -1.3749 3.0628 2.7995  0.000
37 C -0.2751 2.8912 -1.9620  0.004
38 C 3.4850 -2.9983 2.3916  0.018
39 C 1.7260 3.7874 -3.6679  -0.001
40 C -3.4779 0.3245 1.0419  0.001
41 C -1.4015 2.3447 -1.1231  0.003
42 C 3.2301 -3.1228 1.0422  -0.003
43 C -1.1100 -4.2774 -5.8651  0.000
44 C -3.6930 -4.5857 1.8784  0.001
45 C 2.3142 -2.2668 0.4216  0.014
46 C 1.5729 -1.3281 1.1432  -0.019
47 C -2.1955 -3.4282 -6.0381  0.000
48 C -3.2922 -2.4429 3.5769  -0.004
49 C -2.6043 -3.7584 1.6851  -0.003
50 C 2.8319 -2.0027 3.1175  -0.003
51 C -2.1151 -2.8374 -3.7029  0.003
52 C 2.1495 -2.2067 -1.0300  0.008
53 C -2.4672 1.2212 1.6378  0.006
54 C 0.8942 2.3020 2.0563  0.001
55 C 0.7715 -0.7966 -5.6040  0.000
56 C -0.5493 2.2123 2.1509  0.002
57 C 0.9572 2.1632 -1.9827  0.003
58 C 1.7598 -1.6116 -5.1341  0.002
59 C -4.3694 -3.2853 3.7733  0.000
60 C -0.4579 4.0264 -2.6936  0.001
61 C -6.2286 -3.5243 -0.6632  0.000
62 C -2.3715 -2.6686 2.5384  -0.004
63 C -5.9090 -4.8668 -0.5206  0.000
64 C -5.3127 -2.6445 -1.2252  0.000
65 C -3.7494 -4.4534 -1.4995  -0.001
66 C -1.0287 -3.6907 -3.5344  0.002
67 C 2.9925 -2.9192 -1.9154  0.000
68 C -5.7328 -5.3054 3.0663  -0.001
69 C 1.8927 -1.1995 2.5036  0.015
70 C -0.0090 -0.4282 -3.3448  0.000
71 H 0.6697 -0.6065 -6.6653  0.000
72 H -5.5524 -1.5950 -1.3523  0.000
73 H -4.4712 0.5425 1.4345  0.000
74 H -2.6541 -3.3231 -7.0144  0.000
75 H -5.8707 -4.7751 4.8967  0.000
76 H -3.2247 -0.7158 1.2286  0.000
77 H 3.5612 -3.2149 -3.9464  0.000
78 H -3.8672 -5.4270 1.2206  0.000
79 H -3.5308 -2.0297 -5.0892  0.000
80 H 4.1956 -3.6564 2.8769  0.001
81 H -7.1889 -3.1604 -0.3184  0.000
82 H 2.4898 4.1242 -4.3485  0.000
83 H -1.9142 -3.9483 0.8750  0.000
84 H 3.9205 -0.2650 0.9702  0.000
85 H -2.7815 -4.8167 -1.8225  0.000
86 H 3.7513 -3.8809 0.4706  -0.001
87 H 1.4531 4.0265 3.2929  0.000
88 H -0.7367 0.0129 -2.6765  0.001
89 H 3.7355 -3.5906 -1.5123  0.000
90 H -5.0672 -3.0493 4.5721  0.000
91 H -6.6165 -5.5418 -0.0554  0.000
92 H -3.4825 0.4789 -0.0386  0.000
93 H 4.8099 1.2166 0.5637  0.000
94 H -0.7190 -4.8379 -6.7067  0.000
95 H -0.5727 -3.7829 -2.5550  0.001
96 H 2.4512 -2.0976 -5.8144  0.000
97 H -4.4138 -6.3775 -0.8297  0.000
98 H -1.3881 4.5722 -2.6172  0.000
99 H 0.3285 -5.0589 -4.4760  0.000
100 H -0.9516 0.3917 -5.0496  0.000
101 H -1.1182 3.9603 3.3395  0.000
102 H 3.5363 0.6052 -0.5140  0.000
103 H 3.0497 -1.8699 4.1705  -0.001
104 H 1.3849 -0.4561 3.1054  0.000
105 H -3.1360 -1.5884 4.2250  0.000

Properties
Relative energy (zero: lowest compared OMol25 entry of this formula, charge and spin): 90.69 kJ/mol
⟨S²⟩: 2.0343
Largest force on an atom: 1.1 eV/A
Multiplicity: 3
Charge: -1
HOMO-LUMO gap (spin up / spin down): 6.6974 / 6.1741 eV